Record 1
ORCA calculation (wB97M-V/def2-TZVPD) on C17H31N4O3PS2SiW as an isolated structure.

Computed properties:
HOMO (spin up / spin down) in eV: -9.916 / -9.695
<S²>: 0.755
Relative energy (zero: lowest compared OMol25 entry of this formula, charge and spin) in eV: 0.000
Kohn-Sham gap (spin up / spin down) in eV: 7.422 / 7.152
Lowest unoccupied orbital energy (spin up / spin down) in eV: -2.495 / -2.543
Multiplicity: 2
M in g mol⁻¹: 646.49
Net charge: +1

```
60
Properties=species:S:1:pos:R:3:forces:R:3:lowdin_spin:R:1
C 0.228693 2.640651 5.742631 -0.03 -0.01 -0.05 0.0000
C 2.901666 0.488907 -2.367240 0.04 0.06 0.05 0.0102
H -0.622110 -2.937465 -3.445104 -0.02 -0.01 0.00 0.0000
H 1.118773 -4.081084 -0.412498 0.00 0.01 -0.01 -0.0001
C 3.575449 0.528630 -0.247614 -0.11 0.03 -0.07 0.0044
H 0.245445 1.154398 -2.688343 -0.05 -0.04 -0.16 0.0118
O -0.410080 2.386190 3.443389 0.10 -0.04 -0.04 0.0004
H 1.330590 -2.524647 0.388170 0.00 0.01 -0.03 -0.0003
H -4.834233 -0.692156 1.322047 0.00 0.00 0.01 0.0000
S -0.606573 2.575093 0.424722 -0.02 -0.05 -0.01 -0.0028
H -4.613366 0.510708 -3.321041 0.01 0.00 0.00 -0.0002
N -0.689376 -0.801311 -1.298694 -0.03 -0.11 0.04 0.0066
H -4.811689 0.632664 2.493337 -0.01 -0.02 0.00 0.0000
C 1.020911 -3.000687 -0.544724 -0.04 -0.05 -0.01 -0.0003
P -0.729212 1.544246 2.162875 -0.11 -0.42 -0.03 0.0026
H 6.728194 0.023697 -1.127185 0.00 0.00 0.00 0.0000
C 6.043054 0.414326 -0.379935 -0.01 0.02 0.02 0.0001
H 1.703458 -2.697555 -1.343579 0.02 -0.01 0.04 0.0002
C -0.860332 1.101544 -2.698996 -0.13 -0.31 -0.06 0.0188
W 0.378633 0.631332 -0.556361 0.45 0.26 0.30 0.8299
C 4.415662 0.414957 -2.359129 0.01 -0.03 0.01 0.0010
C -1.485138 -0.045476 -2.179339 0.03 0.12 -0.04 0.0089
H 1.288416 2.614296 5.492333 0.00 0.00 0.01 0.0000
C -4.227744 -0.185498 2.073528 0.05 0.04 0.00 -0.0001
H -1.947152 -4.074420 0.483695 0.00 0.01 0.02 0.0003
N 4.704096 0.415557 -0.939679 0.09 -0.01 -0.02 0.0011
H 4.755366 -0.496182 -2.852950 0.01 -0.01 0.02 0.0002
H -0.111878 3.674872 5.724752 0.00 0.00 0.02 0.0000
C -2.942994 1.817336 -3.642390 0.03 0.01 0.01 0.0093
H -2.933791 -2.660076 0.127352 0.01 -0.01 0.02 0.0000
C -1.196591 -3.366692 -2.620816 0.00 0.01 -0.04 0.0002
H -0.220213 0.771610 4.752013 0.00 0.01 -0.02 -0.0001
H 6.093846 -0.242035 0.488892 0.01 -0.02 -0.01 0.0000
H -3.344252 -1.104294 -1.943267 0.02 -0.01 -0.02 0.0006
H 2.647989 0.616966 1.542315 0.05 0.01 0.03 0.0030
N 3.549077 0.628096 1.068091 -0.11 0.00 -0.01 0.0025
C -3.560090 0.675918 -3.133365 0.04 -0.08 0.06 -0.0014
H 6.364564 1.419376 -0.101045 -0.01 0.00 0.00 0.0001
H -1.108761 2.916589 -3.817869 0.00 -0.01 0.00 -0.0002
S 0.509892 -0.057357 1.791454 -0.17 0.23 0.00 0.0474
H -1.608386 -2.545626 1.301647 0.00 -0.03 0.00 0.0003
C -1.916267 -2.989898 0.352366 -0.04 -0.03 0.00 0.0012
C -2.849611 -0.244361 -2.378265 -0.14 0.18 -0.11 0.0100
H -1.634372 1.813446 5.009600 -0.01 0.00 -0.02 0.0000
H -3.518884 2.523354 -4.224786 0.02 0.01 0.00 0.0005
N 2.454089 0.565478 -1.031262 0.02 -0.02 0.04 0.0269
H 4.396303 0.612247 1.607375 0.00 -0.01 0.00 0.0001
H -2.256541 -3.264351 -2.857698 0.01 0.02 -0.01 0.0000
C -2.968655 0.337019 1.430687 -0.05 -0.09 0.02 0.0000
O 2.204322 0.475458 -3.340221 -0.05 0.01 -0.02 0.0023
H -2.359276 -0.473355 1.026395 -0.01 0.06 0.01 0.0001
H -0.969171 -4.434334 -2.577428 -0.01 0.00 0.01 0.0001
H 0.097143 2.247576 6.750708 0.01 0.01 0.01 0.0000
H -3.183038 1.048332 0.632613 0.01 0.04 0.00 0.0000
H -3.990229 -0.894644 2.865835 -0.02 -0.01 -0.01 0.0000
C -1.595214 2.038323 -3.414426 -0.06 0.10 0.00 -0.0019
C -0.571267 1.805563 4.777267 0.02 0.04 0.08 0.0000
O -2.196091 1.024570 2.454058 0.09 0.15 -0.06 0.0027
H 4.847223 1.277769 -2.869456 -0.03 0.01 -0.01 0.0000
Si -0.730277 -2.553587 -1.015443 0.11 0.03 0.03 0.0034
```
Forces are in eV/Å.

---

Record 2
ORCA calculation (wB97M-V/def2-TZVPD) on CH2N4O in the gas phase in a non-equilibrium geometry.

Computed properties:
HOMO in eV: -9.360
Relative energy (zero: lowest compared OMol25 entry of this formula, charge and spin) in eV: 2.075
Kohn-Sham gap in eV: 9.742
Lowest unoccupied orbital energy in eV: 0.382
M in g mol⁻¹: 86.05
Net charge: 0

```
8
Properties=species:S:1:pos:R:3:forces:R:3:nbo_charge:R:1
N -0.038277 0.807050 -0.083900 -2.07 -1.58 -0.50 -0.4621
H 0.129763 1.797101 -0.049342 -0.97 0.07 -0.18 0.4375
N -0.434691 -1.431069 -0.124048 -1.70 0.18 -0.78 -0.2329
O -2.294793 -0.218779 0.077935 3.27 2.13 -1.67 -0.5815
C -1.058396 -0.177411 -0.173622 -5.33 -0.11 2.76 0.6465
N 1.063739 0.046180 -0.062580 2.15 -0.71 0.01 -0.2470
H 1.879611 0.432284 0.375710 0.30 -0.42 0.22 0.3979
N 0.753041 -1.255356 0.039845 4.35 0.45 0.13 0.0416
```
Forces are in eV/Å.

---

Record 3
ORCA calculation (wB97M-V/def2-TZVPD) on C35H55N6O8SSi4W as an isolated structure in a non-equilibrium geometry.

Computed properties:
HOMO (spin up / spin down) in eV: -9.273 / -9.277
Relative energy (zero: lowest compared OMol25 entry of this formula, charge and spin) in eV: 0.000
Kohn-Sham gap (spin up / spin down) in eV: 6.105 / 6.109
Lowest unoccupied orbital energy (spin up / spin down) in eV: -3.168 / -3.168
M in g mol⁻¹: 1016.11
Net charge: +1

```
110
Properties=species:S:1:pos:R:3:forces:R:3:lowdin_charge:R:1
C -1.377889 -0.214572 4.687168 0.00 -0.02 0.05 -0.0332
H -1.763993 -2.437580 -3.851117 0.00 -0.03 0.01 0.0350
O -1.909301 7.768493 0.588782 -0.01 0.02 0.04 0.0973
H 1.103623 -2.186604 3.482361 0.00 -0.02 0.01 0.0080
C 5.230058 1.852195 0.057236 0.02 0.02 0.01 0.0039
N 1.823641 0.696348 0.632706 0.22 -0.01 -0.18 0.0711
H -1.785472 5.381079 0.631981 0.00 0.00 0.00 0.1362
H -2.054036 -3.627650 3.992323 -0.01 0.00 0.01 0.0440
O -1.699684 2.833590 1.136781 0.14 -0.09 0.06 0.0236
O -0.502106 1.784999 -0.435559 0.10 0.20 -0.39 -0.1841
H -4.689565 1.132502 -4.052658 0.00 0.00 0.00 0.1146
H 1.157791 0.794291 4.246891 -0.02 -0.01 0.02 0.0855
C -5.951603 -2.576068 1.485080 0.03 0.00 0.02 -0.0501
C -1.146891 -2.117126 -3.007911 -0.01 0.09 0.04 -0.2133
H 3.215041 1.567423 -1.991735 0.00 0.01 0.00 0.1399
C -0.916178 2.831672 0.196520 -0.18 0.25 0.16 -0.5665
C 0.983139 -3.271521 3.411487 0.00 0.02 -0.05 -0.2137
O 0.944501 -0.050109 -1.274042 -0.01 0.03 0.06 -0.1042
O -0.637776 0.020478 2.415366 0.45 0.00 -0.22 -0.3680
C -7.373042 -0.690211 1.030142 -0.01 -0.05 0.02 -0.0553
C -6.263191 0.100052 0.791136 0.01 0.00 -0.04 -0.0688
H -4.031674 -0.200889 -2.080156 0.00 0.01 0.00 0.1115
C -3.015703 -3.655296 -1.157385 -0.01 0.00 0.05 -0.2085
H -5.826681 -3.616022 1.756414 0.00 0.00 0.00 0.1154
C -4.827479 -1.791908 1.255564 0.00 -0.02 0.06 -0.0909
C -4.997076 -0.466880 0.897961 -0.03 0.05 -0.06 -0.3694
H -1.199402 -5.785563 1.138016 0.00 -0.03 0.01 0.0214
H -0.636886 -0.998758 4.854289 -0.01 0.01 0.00 0.0837
H 1.943641 -3.688869 3.100824 -0.01 0.00 0.00 0.0145
H -8.090007 -2.643969 1.553822 0.00 0.00 0.00 0.1129
H 1.370943 3.136631 -1.194315 0.01 0.00 -0.01 0.1167
C -4.066602 1.504540 -0.762437 0.02 -0.02 -0.01 -0.4085
C -4.281000 2.865827 -0.617932 0.00 0.01 0.01 -0.0884
H 3.795792 -0.080096 -1.613913 -0.01 0.01 -0.01 0.1394
H -0.627216 -6.103094 2.775562 0.01 0.02 0.02 0.0378
H -3.481055 -4.251144 -1.947177 0.01 0.00 -0.01 0.0406
C -4.576739 1.612970 -3.090290 0.01 -0.01 0.00 -0.0507
H 2.258524 -3.429585 -2.794306 -0.01 -0.02 -0.02 0.0228
C 2.726984 -2.700031 -2.130270 -0.07 0.00 0.01 -0.2141
H 2.651447 -5.265049 0.894276 0.00 0.00 0.00 0.0206
H 0.528208 -5.926286 1.450012 0.01 -0.02 0.00 0.0095
C -0.410025 -5.551789 1.857457 0.01 0.02 -0.07 -0.2054
Si 2.298033 -3.121388 -0.335169 -0.03 0.02 -0.03 0.3697
H 1.926135 -5.588113 -0.684423 -0.02 0.01 0.00 0.0165
C 0.350659 1.502925 4.034513 0.01 0.00 -0.05 -0.0454
H 3.226200 -1.334573 1.215422 -0.01 0.01 -0.01 -0.0067
N -2.356894 -0.418025 0.264098 0.06 -0.08 -0.31 -0.4446
C -4.660701 3.605154 -1.731350 0.00 0.00 0.00 -0.0548
H 3.756905 -2.939580 1.661408 0.01 0.01 -0.01 0.0241
C -0.534368 -5.011323 -2.173792 -0.01 0.00 0.01 -0.2098
H -2.319565 -0.682648 4.402614 0.04 0.04 0.01 0.0753
H -3.839086 -2.211451 1.363484 0.00 0.00 -0.01 0.0625
O -0.208200 8.797755 -0.245720 0.03 0.04 0.02 0.1054
C -4.804490 2.979624 -2.960136 0.00 0.01 0.00 -0.0555
Si -1.199482 -3.354126 -1.589253 0.06 -0.01 -0.01 0.3463
O 3.380795 6.230940 -2.257740 0.11 0.17 -0.06 0.1271
H -1.681827 1.469164 3.377251 0.00 0.00 0.00 0.1314
H 5.734525 1.541991 0.972390 0.01 -0.01 0.00 0.0953
C 3.563889 -2.286079 0.807454 0.01 0.00 0.03 -0.2055
C -4.208083 0.864528 -1.986891 -0.01 0.01 0.01 -0.0588
H -3.117672 -4.211510 -0.221821 -0.01 -0.01 -0.01 0.0242
H 0.638442 2.198457 3.243220 0.01 0.01 0.00 0.0724
H -4.838440 4.668003 -1.636716 0.00 0.00 0.00 0.1136
H -4.136707 3.338273 0.345494 -0.01 0.00 -0.01 0.1122
S -3.570533 0.592039 0.684963 -0.10 0.18 -0.11 1.1348
N 2.908487 5.207536 -1.838076 -0.31 0.01 0.07 -0.3386
O 3.454391 4.118372 -1.864321 0.10 -0.19 0.01 0.0564
C 3.275610 0.796712 -1.220983 0.06 -0.05 0.01 -0.0004
C 0.927281 4.081608 -0.925811 -0.06 0.01 0.06 0.0826
H -1.505603 -1.135377 -2.679352 0.00 -0.02 -0.03 0.0083
H -5.094597 3.558540 -3.826847 0.00 0.00 0.00 0.1128
H 0.159568 2.082525 4.937330 0.01 -0.01 0.00 0.0972
H -2.701802 -1.212248 -0.267953 0.09 -0.05 0.12 -0.0247
H 2.375996 -1.719410 -2.452976 0.01 -0.01 0.01 0.0017
C -0.202510 6.496093 -0.284426 0.00 0.12 0.04 -0.0957
H -1.138792 -5.381643 -3.006043 0.00 0.00 0.00 0.0372
H 5.804629 1.462713 -0.779434 0.00 -0.01 0.01 0.1060
H 3.805957 -2.767371 -2.296809 0.01 0.00 0.02 0.0347
N 3.895215 1.289044 -0.001861 -0.07 0.01 -0.03 -0.0588
H 0.757870 -3.659614 4.407788 -0.01 -0.01 0.00 0.0351
C 1.019001 6.503924 -0.931851 -0.04 -0.03 0.01 0.0990
C -0.285444 4.116689 -0.255493 0.02 0.04 -0.09 -0.0760
H -1.533918 0.323129 5.622598 -0.01 0.00 0.01 0.0940
H -0.125824 -1.972057 -3.366953 0.00 -0.02 0.00 0.0217
H 3.635355 -5.172677 -0.565668 0.00 -0.01 0.02 0.0397
H -3.612530 -2.744376 -1.062739 -0.03 -0.03 -0.04 -0.0012
C 1.921840 0.428259 -0.689745 -0.15 0.06 0.00 -0.5141
H 1.522059 7.425399 -1.183189 -0.01 0.00 0.00 0.1395
C -0.854908 5.337016 0.085230 0.01 -0.06 -0.05 0.0918
C 2.643720 -4.961548 -0.154371 0.00 -0.01 0.01 -0.2130
H -0.570959 -5.756161 -1.376055 0.00 -0.01 0.01 0.0243
H -2.840213 -3.816555 2.429374 0.01 0.00 0.00 0.0196
Si 0.073682 -2.495212 0.201818 0.05 0.21 -0.05 0.3830
H 4.183528 1.977763 2.487323 -0.02 -0.02 -0.02 0.1201
C 1.562509 5.269990 -1.222186 0.20 -0.06 -0.05 -0.0989
H 5.210768 2.940346 -0.015302 -0.02 0.00 0.01 0.0944
Si -0.373853 -3.700090 2.173858 0.05 0.01 0.01 0.3440
C -2.036698 -3.290913 2.952428 -0.07 0.07 -0.04 -0.2155
C -7.218434 -2.029516 1.373505 -0.02 0.04 -0.02 -0.0576
H 0.497923 -4.944735 -2.517751 0.02 0.01 -0.01 0.0102
N 3.282330 1.612615 2.234250 -0.02 0.01 0.02 0.2549
H -2.252391 -2.221386 2.936778 0.02 -0.07 -0.01 -0.0118
C -0.898100 0.750623 3.626771 -0.13 -0.03 0.01 -0.4583
N -0.823821 7.800037 0.051771 -0.03 -0.09 -0.08 -0.3484
H -8.361979 -0.261259 0.943527 0.00 0.00 0.00 0.1144
H 2.596310 1.461403 2.954386 -0.02 0.01 -0.01 0.0802
H -6.384873 1.138486 0.510946 0.00 -0.01 0.00 0.1140
W -0.382628 0.020734 0.615395 -0.56 -0.70 1.01 1.4009
H 4.519567 -2.135524 0.296150 0.00 0.00 0.00 0.0318
C 3.011788 1.217955 0.996116 0.10 0.03 0.02 -0.3790
```
Forces are in eV/Å.

---

Record 4
ORCA calculation (wB97M-V/def2-TZVPD) on a 12-piece molecular cluster, C6H35NO11 overall in a non-equilibrium geometry.

Computed properties:
HOMO in eV: -8.451
Relative energy (zero: lowest compared OMol25 entry of this formula, charge and spin) in eV: 4.463
Kohn-Sham gap in eV: 8.683
Lowest unoccupied orbital energy in eV: 0.232
M in g mol⁻¹: 297.34
Net charge: 0

```
53
Properties=species:S:1:pos:R:3:forces:R:3:nbo_charge:R:1
O 3.814381 -1.724636 -1.438945 -0.85 -1.13 2.44 -0.9652
C 2.106249 2.443681 -1.619213 0.20 2.07 -2.53 -0.6176
H -1.814037 -4.270943 1.201091 -0.22 0.76 -0.41 0.2275
H 1.133276 2.874651 -2.011831 0.74 -1.02 0.84 0.2053
H 1.439065 0.571597 3.341592 0.86 -0.20 -1.36 0.5119
H -0.687549 1.111025 1.681918 1.72 -1.08 0.98 0.5071
H -1.515382 -2.283051 -2.558776 -0.37 -0.84 -0.30 0.4673
H -3.331618 0.342796 0.273037 -0.10 -0.34 -0.43 0.5259
H 1.656592 3.961653 2.567033 -0.78 0.31 -0.06 0.4566
H 0.002526 -2.997258 1.398709 0.24 -0.36 -1.42 0.1825
H -1.173948 -0.785078 0.374709 -0.03 0.84 -0.21 0.4182
H 2.454548 2.996782 -0.803861 -0.37 0.94 1.89 0.2244
H -0.215054 -0.861961 2.732451 0.31 -0.49 0.12 0.5051
O 1.884026 0.969645 2.545776 -0.53 0.34 0.81 -1.0091
H -1.630105 1.937712 2.815490 0.86 -0.64 1.31 0.5045
H -0.124940 -3.132508 -0.443665 0.27 -0.07 0.27 0.1788
H 2.677149 0.509899 2.224093 -0.60 -0.56 0.60 0.5082
H -2.963672 -0.788600 -2.244099 0.06 -0.01 0.03 0.4921
C 1.027757 0.466128 -0.560389 1.86 -2.28 -1.64 -0.2279
H -2.866433 1.948794 -1.434974 0.39 1.01 0.69 0.5151
H 2.270038 2.558565 2.911415 0.17 1.50 -0.90 0.4974
C -1.901260 -3.286576 0.699163 -1.54 1.63 -0.14 -0.6275
O 0.009524 -0.555472 3.624365 -0.19 0.34 0.80 -0.9805
H -2.664464 -2.586376 1.142180 1.35 -0.93 0.71 0.2254
H 4.257603 -1.409501 -2.188455 0.35 0.77 -1.83 0.4835
O 2.485033 3.512086 2.634394 0.74 -1.31 0.68 -0.9975
H 0.130453 1.006403 -0.369340 -0.12 1.26 0.14 0.2087
O -3.173988 -0.636932 0.278719 -0.83 -0.90 0.59 -1.0247
C 2.266597 0.979175 -1.333033 -0.75 1.01 1.83 -0.4214
H 0.262667 -1.259018 4.237301 -0.29 -0.13 -0.71 0.4864
H 4.176093 -0.909196 0.439932 -0.18 -0.72 -0.18 0.5041
H -3.897117 -1.130649 0.732428 0.78 1.04 -0.45 0.4732
O -1.366552 1.680689 1.953963 -2.54 1.90 -2.30 -1.0067
H 4.057751 0.498395 0.849758 -0.10 -0.75 0.77 0.4669
H 3.196428 0.906172 -0.706072 -1.01 -0.21 -0.69 0.1904
O -3.714603 -0.319019 -2.633464 -1.52 -0.68 1.14 -0.9716
O -1.049130 -1.461818 -2.479205 0.10 0.55 0.14 -0.9397
H -2.732573 2.267456 0.266615 0.45 0.16 -1.19 0.5130
H 2.437485 0.451674 -2.230668 0.01 -0.86 -0.96 0.2009
C -0.535171 -2.661025 0.456979 1.51 -1.75 2.83 -0.2388
H -2.399309 -3.329392 -0.248726 -0.28 -0.94 -0.87 0.1986
H -2.720990 1.140861 -2.939155 -0.72 -0.29 -0.42 0.5015
N -0.271883 -1.234955 0.478319 -1.63 -0.13 -0.50 -0.7062
H 1.410534 -1.802588 -0.369802 0.42 1.66 -0.55 0.1851
H -4.447219 -0.450505 -1.954809 1.54 0.48 -1.28 0.4899
O 3.894437 -0.405910 1.211524 0.67 1.41 -0.51 -0.9601
H 2.846848 -1.647087 -1.472070 0.76 0.25 -0.65 0.4910
C 0.837234 -0.836035 -0.319919 -0.47 -0.50 1.92 -0.0321
H 2.830364 2.906517 -2.346103 -0.34 -1.17 -0.01 0.2077
O -2.663637 2.106077 -3.033468 0.36 -0.06 -0.08 -0.9400
H -0.833678 -1.409598 -1.538357 0.08 0.21 -0.15 0.4811
H -1.753792 2.230538 -3.299872 0.38 0.38 -0.15 0.4724
O -3.116540 1.796730 -0.494697 -0.81 -0.46 1.35 -1.0411
```
Forces are in eV/Å.